Record 1
Below is C22H20BrIrN8O2 as an isolated structure at a distorted geometry, with properties calculated with ωB97M-V/def2-TZVPD.

Output
Expectation value of S² ... 0.776
HOMO-LUMO gap (spin up / spin down) ... 4.427 / 4.334 eV
HOMO (spin up / spin down) ... -16.31 / -16.34 eV

ORCA input file:
```
! RIJCOSX wB97M-V def2-TZVPD def2/J DEFGRID3
* xyz 3 2
Ir 0.297 -0.383 -0.489
Br 0.864 0.462 6.867
C 0.889 0.733 5.001
C 0.595 -0.335 4.123
C 0.636 -0.128 2.776
C 0.984 1.140 2.217
C 1.255 2.207 3.127
C 1.205 2.002 4.477
N 1.030 1.237 0.884
C 1.534 2.314 0.214
C 1.516 2.342 -1.174
C 2.016 3.446 -1.926
C 1.978 3.411 -3.295
C 1.460 2.280 -3.940
C 0.985 1.231 -3.161
N 1.003 1.257 -1.840
H 0.350 -1.301 4.537
H 0.435 -0.942 2.076
H 1.489 3.192 2.756
H 1.407 2.819 5.151
H 1.992 3.126 0.759
H 2.421 4.290 -1.392
H 2.350 4.244 -3.875
H 1.411 2.224 -5.016
H 0.578 0.346 -3.635
N 0.258 -4.102 -0.834
C -0.937 -3.556 -0.764
N -1.985 -4.368 -0.768
C -3.234 -3.924 -0.715
N -4.272 -4.718 -0.688
N -3.412 -2.583 -0.672
C -2.378 -1.792 -0.644
N -1.091 -2.188 -0.664
C -2.676 -0.351 -0.574
C -3.995 0.084 -0.669
C -4.270 1.440 -0.591
C -3.216 2.323 -0.407
C -1.929 1.810 -0.323
N -1.662 0.510 -0.412
H 0.321 -5.107 -0.928
H 1.102 -3.551 -0.925
H -4.163 -5.722 -0.728
H -5.207 -4.337 -0.643
H -4.773 -0.653 -0.803
H -5.287 1.801 -0.657
H -3.380 3.386 -0.328
H -1.091 2.476 -0.173
C 4.524 -1.066 0.055
O 3.209 -0.437 0.104
C 2.223 -0.987 -0.476
O 2.128 -1.991 -1.148
H 4.802 -1.319 1.078
H 5.220 -0.336 -0.351
H 4.492 -1.954 -0.574
*
```

---

Record 2
Below is C22H20BrNSn as an isolated structure at a distorted geometry, with properties calculated with ωB97M-V/def2-TZVPD.

Output
HOMO-LUMO gap ... 5.154 eV
HOMO ... -0.20 eV

ORCA input file:
```
! RIJCOSX wB97M-V def2-TZVPD def2/J DEFGRID3
* xyz -2 1
C -1.549 -0.926 -1.973
C -1.570 -1.939 -0.970
C -2.355 -1.404 0.150
H -1.147 -2.935 -1.050
C -2.691 -0.035 -0.190
C -2.249 0.194 -1.503
H -2.517 1.067 -2.115
H -1.163 -1.047 -2.996
H -2.619 -1.919 1.090
H -3.283 0.640 0.414
Sn -0.217 -0.935 0.980
Br 1.205 -2.782 1.959
C 2.353 1.410 0.108
C 1.698 2.260 -0.820
C 1.605 1.566 -2.054
H 1.238 3.213 -0.548
C 2.226 0.293 -1.888
C 2.689 0.203 -0.556
H 3.081 -0.695 -0.079
H 2.494 1.598 1.163
H 1.049 1.889 -2.946
H 2.235 -0.538 -2.609
C -1.783 5.256 2.165
C -1.823 4.517 0.974
C -1.378 3.202 0.941
C -0.937 2.579 2.152
C -0.858 3.344 3.346
C -1.288 4.667 3.335
N -0.623 1.261 2.184
C -0.569 0.504 3.369
C 0.660 0.322 4.046
C 0.687 -0.483 5.177
C -0.484 -1.104 5.622
C -1.689 -0.975 4.917
C -1.741 -0.184 3.774
H -2.126 6.284 2.160
H -2.190 4.959 0.051
H -1.351 2.598 0.028
H -0.472 2.906 4.258
H -1.233 5.252 4.249
H 1.547 0.817 3.646
H 1.622 -0.617 5.698
H -0.451 -1.730 6.511
H -2.586 -1.481 5.236
H -2.648 -0.057 3.187
*
```

---

Record 3
Below is one molecule with the formula C22H20ClFN4O2 at a distorted geometry, with properties calculated with ωB97M-V/def2-TZVPD.

Output
SMILES ... O=C1NCCN1CCNc1cc(Cl)cc(-c2ccc(Oc3ccc(F)cc3)cc2)n1
HOMO-LUMO gap ... 8.525 eV
Energy above the lowest of the compared OMol25 structures with the same formula, charge and spin ... 0.0 kcal per mole
HOMO ... -8.22 eV

ORCA input file:
```
! RIJCOSX wB97M-V def2-TZVPD def2/J DEFGRID3
* xyz 0 1
O -3.639 4.040 -0.446
F 8.601 -1.141 -3.090
Cl 0.209 4.071 5.225
N -0.880 0.818 2.242
O 3.998 -2.360 -0.257
C -3.640 2.873 -0.793
C 0.402 1.098 2.453
C -1.802 1.529 2.864
C 6.295 -0.577 -2.568
C 7.495 -2.328 -1.438
C 0.809 2.099 3.377
C -1.525 2.531 3.766
C 5.133 -0.869 -1.821
C 6.335 -2.623 -0.722
C 1.893 -1.889 0.714
C 3.612 -0.183 0.916
C 1.012 -1.074 1.422
C 2.717 0.622 1.577
C 7.466 -1.323 -2.379
C -0.181 2.801 4.071
C 5.151 -1.918 -0.870
C 3.208 -1.468 0.427
C 1.410 0.225 1.804
N -2.698 2.442 -1.701
N -3.069 1.195 2.474
N -4.285 1.777 -0.224
C -2.508 1.014 -1.551
C -4.080 2.241 2.233
C -3.707 0.532 -0.722
C -5.003 1.879 1.052
H 6.266 0.179 -3.330
H 8.399 -2.860 -1.331
H 1.815 2.248 3.615
H -2.359 3.034 4.232
H 4.186 -0.363 -2.050
H 6.401 -3.373 0.057
H 1.525 -2.834 0.351
H 4.632 0.224 0.654
H 0.028 -1.417 1.652
H 3.058 1.620 1.928
H -1.911 3.074 -1.720
H -2.928 0.512 1.733
H -1.594 0.855 -0.991
H -2.376 0.527 -2.496
H -4.693 2.332 3.130
H -3.577 3.196 2.027
H -3.375 -0.128 0.065
H -4.453 -0.023 -1.274
H -5.758 2.694 0.952
H -5.556 0.931 1.217
*
```

---

Record 4
Below is a 2-piece molecular cluster, C22H20ClN2 overall at a distorted geometry, with properties calculated with ωB97M-V/def2-TZVPD.

Output
HOMO-LUMO gap ... 6.960 eV
HOMO ... -11.55 eV

ORCA input file:
```
! RIJCOSX wB97M-V def2-TZVPD def2/J DEFGRID3
* xyz 1 1
C 2.939 2.068 -1.272
C 2.550 0.653 -1.204
N 3.487 -0.313 -1.215
C 2.914 -1.575 -1.130
C 1.517 -1.411 -1.037
C 0.750 -2.544 -0.779
C 1.381 -3.799 -0.778
C 2.779 -3.921 -0.855
C 3.572 -2.786 -1.004
C 1.263 0.048 -1.101
C 0.071 0.750 -0.972
C -1.220 0.161 -1.156
C -1.505 -0.817 -2.151
C -2.728 -1.467 -2.153
C -3.702 -1.157 -1.193
C -4.980 -1.931 -1.144
C -3.464 -0.119 -0.283
C -2.260 0.553 -0.282
H 2.055 2.709 -1.330
H 3.525 2.360 -0.384
H 3.563 2.236 -2.164
H 4.485 -0.144 -1.280
H -0.314 -2.443 -0.577
H 0.774 -4.702 -0.704
H 3.249 -4.901 -0.789
H 4.659 -2.805 -1.023
H 0.129 1.787 -0.627
H -0.746 -1.044 -2.909
H -2.935 -2.240 -2.898
H -5.651 -1.512 -0.391
H -5.481 -1.905 -2.115
H -4.803 -2.983 -0.897
H -4.242 0.152 0.433
H -2.048 1.353 0.434
Cl 0.099 3.966 5.978
C 0.070 3.313 4.393
C 0.660 2.067 4.142
C 0.583 1.572 2.831
N -0.025 2.236 1.835
C -0.561 3.438 2.091
C -0.545 4.032 3.360
H 1.149 1.501 4.929
H 1.024 0.603 2.586
H -1.032 3.956 1.253
H -1.003 5.003 3.532
*
```

---

Record 5
Below is C22H20CoN4O2 as an isolated structure, with properties calculated with ωB97M-V/def2-TZVPD.

Output
Expectation value of S² ... 6.043
HOMO-LUMO gap (spin up / spin down) ... 7.141 / 5.562 eV
HOMO (spin up / spin down) ... -10.69 / -10.69 eV

ORCA input file:
```
! RIJCOSX wB97M-V def2-TZVPD def2/J DEFGRID3
* xyz 1 5
Co -0.363 0.199 0.542
C -0.735 -3.926 1.834
C -0.538 -2.668 1.057
O -1.105 -1.629 1.361
C 0.432 -2.700 -0.114
C -0.180 -2.070 -1.345
C -0.499 -2.889 -2.555
N -0.402 -0.818 -1.260
N -0.877 -0.100 -2.300
C -1.163 1.128 -1.898
O -1.113 1.470 -0.650
C -1.550 2.125 -2.904
C -1.986 3.382 -2.487
C -2.291 4.355 -3.422
C -2.155 4.081 -4.775
C -1.735 2.826 -5.195
C -1.435 1.846 -4.266
H -1.263 -3.727 2.764
H 0.228 -4.397 2.032
H -1.330 -4.622 1.235
H 0.733 -3.720 -0.340
H -0.338 -3.950 -2.380
H 0.122 -2.564 -3.394
H -1.534 -2.728 -2.860
H -2.080 3.578 -1.428
H -2.635 5.330 -3.100
H -2.368 4.849 -5.508
H -1.640 2.613 -6.252
H -1.107 0.864 -4.577
C 2.620 -2.828 1.192
C 2.992 -2.487 2.453
C 2.575 -1.261 2.995
C 1.780 -0.400 2.211
N 1.418 -0.676 0.979
C 1.762 -1.933 0.370
C 1.217 0.854 2.773
C 1.861 1.637 3.715
C 1.224 2.772 4.192
C -0.033 3.096 3.705
C -0.604 2.279 2.746
N 0.000 1.179 2.297
H 2.968 -3.745 0.732
H 3.606 -3.154 3.043
H 2.823 -0.991 4.011
H 2.276 -1.722 -0.577
H 2.858 1.376 4.046
H 1.701 3.397 4.934
H -0.566 3.969 4.053
H -1.572 2.499 2.315
*
```

---

Record 6
Below is an isolated ion of composition C22H20F3O6S and charge -1 at a distorted geometry, with properties calculated with ωB97M-V/def2-TZVPD.

Output
SMILES ... Cc1ccc([C@@H]([C@@H](C2=C([O-])OC(C)(C)OC2=O)c2ccccc2)S(=O)(=O)C(F)(F)F)cc1
HOMO-LUMO gap ... 6.812 eV
Energy above the lowest of the compared OMol25 structures with the same formula, charge and spin ... 0.0 kcal per mole
HOMO ... -4.04 eV

ORCA input file:
```
! RIJCOSX wB97M-V def2-TZVPD def2/J DEFGRID3
* xyz -1 1
C -1.391 -4.500 4.313
C -1.084 -3.540 3.199
C -1.807 -2.351 3.076
C -1.559 -1.483 2.016
C -0.583 -1.803 1.043
C -0.232 -0.854 -0.039
S -0.277 -1.769 -1.642
C -1.846 -1.400 -2.645
F -1.617 -1.682 -3.953
F -2.897 -2.107 -2.191
F -2.110 -0.083 -2.504
O 0.763 -1.239 -2.484
O -0.343 -3.224 -1.509
C 0.157 -2.992 1.195
C -0.090 -3.848 2.264
H -0.654 -5.306 4.371
H -1.398 -4.012 5.294
H -2.369 -4.973 4.216
H -2.557 -2.099 3.845
H -2.126 -0.552 1.916
H -1.101 -0.102 -0.248
H 0.940 -3.250 0.475
H 0.512 -4.757 2.381
C 1.601 3.602 -3.403
C 0.921 2.265 -3.730
C 0.444 2.168 -5.192
O 1.803 1.156 -3.495
C 2.151 0.869 -2.188
O 3.146 0.297 -1.898
C 1.116 1.208 -1.172
C 1.052 0.514 0.074
C 0.819 1.286 1.335
C 0.338 2.634 1.369
C -0.110 3.159 2.593
C 0.071 2.480 3.801
C 0.718 1.237 3.777
C 1.136 0.651 2.570
C -0.166 1.838 -1.602
O -1.148 1.972 -0.903
O -0.297 2.052 -2.950
H 1.932 3.596 -2.344
H 2.474 3.713 -4.081
H 0.856 4.404 -3.571
H -0.051 1.190 -5.323
H -0.289 2.966 -5.370
H 1.306 2.243 -5.876
H 1.923 -0.199 0.152
H 0.241 3.245 0.440
H -0.613 4.143 2.595
H -0.276 2.903 4.773
H 0.920 0.675 4.700
H 1.652 -0.340 2.531
*
```

---

Record 7
Below is C22H20GeMn as an isolated structure at a distorted geometry, with properties calculated with ωB97M-V/def2-TZVPD.

Output
Expectation value of S² ... 0.904
HOMO-LUMO gap (spin up / spin down) ... 6.672 / 7.157 eV
HOMO (spin up / spin down) ... -15.37 / -15.37 eV

ORCA input file:
```
! RIJCOSX wB97M-V def2-TZVPD def2/J DEFGRID3
* xyz 2 2
Mn -0.937 0.784 -0.611
C -2.909 0.214 -1.210
C -2.945 0.948 0.009
C -2.407 2.242 -0.254
C -2.055 2.294 -1.623
C -2.366 1.041 -2.209
H -3.269 -0.795 -1.344
H -3.369 0.607 0.942
H -2.318 3.045 0.461
H -1.627 3.144 -2.132
H -2.207 0.765 -3.240
C -1.846 -2.772 1.035
Ge -0.773 -1.206 0.812
C 0.078 -0.513 2.360
C -0.293 0.682 2.979
C 0.374 1.125 4.113
C 1.415 0.377 4.632
C 1.792 -0.813 4.024
C 1.131 -1.257 2.888
C 0.221 -1.122 -0.840
C 0.083 -2.249 -1.668
C 0.878 -2.425 -2.799
C 1.736 -1.426 -3.201
C 1.838 -0.220 -2.477
C 2.626 0.868 -2.913
C 2.641 2.071 -2.241
C 1.881 2.224 -1.078
C 1.150 1.141 -0.605
C 1.102 -0.093 -1.272
H -1.148 -3.581 1.266
H -2.435 -3.044 0.161
H -2.505 -2.632 1.890
H -1.126 1.266 2.597
H 0.076 2.043 4.600
H 1.932 0.718 5.518
H 2.602 -1.395 4.441
H 1.442 -2.190 2.426
H -0.616 -3.035 -1.406
H 0.799 -3.338 -3.373
H 2.326 -1.546 -4.103
H 3.212 0.749 -3.817
H 3.230 2.897 -2.615
H 1.869 3.162 -0.539
H 0.719 1.244 0.415
*
```

---

Record 8
Below is C22H20LiN7OTe as an isolated structure, with properties calculated with ωB97M-V/def2-TZVPD.

Output
HOMO-LUMO gap ... 7.335 eV
Energy above the lowest of the compared OMol25 structures with the same formula, charge and spin ... 0.0 kcal per mole
HOMO ... -7.92 eV

ORCA input file:
```
! RIJCOSX wB97M-V def2-TZVPD def2/J DEFGRID3
* xyz 0 1
Li 0.285 -0.035 0.179
C 4.241 1.342 -0.561
C 2.928 1.147 -0.166
N 2.385 -0.074 -0.067
C 3.140 -1.121 -0.381
C 4.444 -1.029 -0.847
C 5.006 0.240 -0.904
C 5.198 -2.244 -1.233
C 4.729 -3.288 -1.910
C 3.383 -3.424 -2.523
C 2.798 -2.428 -3.293
C 1.523 -2.659 -3.762
N 0.854 -3.787 -3.501
C 1.525 -4.696 -2.797
N 2.758 -4.583 -2.303
H 4.647 2.342 -0.608
H 2.278 1.976 0.084
H 2.686 -2.098 -0.259
H 6.032 0.364 -1.231
H 6.227 -2.291 -0.891
H 5.359 -4.164 -2.021
H 3.316 -1.503 -3.508
H 1.010 -1.913 -4.358
H 1.012 -5.630 -2.598
C -4.302 1.461 -0.047
Te -2.752 0.016 0.093
C -4.275 -1.465 -0.113
C -5.585 -0.707 -0.200
C -6.792 -1.398 -0.321
C -7.993 -0.717 -0.402
C -8.002 0.675 -0.365
C -6.810 1.368 -0.247
C -5.595 0.685 -0.164
H -4.118 2.082 -0.921
H -4.275 2.086 0.842
H -4.257 -2.125 0.752
H -4.101 -2.055 -1.011
H -6.783 -2.482 -0.350
H -8.921 -1.266 -0.495
H -8.938 1.216 -0.428
H -6.814 2.452 -0.220
O -0.037 1.659 0.420
N -0.587 2.644 1.044
C -1.267 3.474 0.286
C -1.928 4.595 0.910
N -2.473 5.485 1.394
C -1.365 3.268 -1.141
N -1.456 3.123 -2.278
N -0.012 -2.210 0.054
H 0.408 -2.712 0.830
H 0.308 -2.660 -0.799
H -1.008 -2.401 0.106
*
```

---

Copy entry 6 word for word.
Below is an isolated ion of composition C22H20F3O6S and charge -1 at a distorted geometry, with properties calculated with ωB97M-V/def2-TZVPD.

Output
SMILES ... Cc1ccc([C@@H]([C@@H](C2=C([O-])OC(C)(C)OC2=O)c2ccccc2)S(=O)(=O)C(F)(F)F)cc1
HOMO-LUMO gap ... 6.812 eV
Energy above the lowest of the compared OMol25 structures with the same formula, charge and spin ... 0.0 kcal per mole
HOMO ... -4.04 eV

ORCA input file:
```
! RIJCOSX wB97M-V def2-TZVPD def2/J DEFGRID3
* xyz -1 1
C -1.391 -4.500 4.313
C -1.084 -3.540 3.199
C -1.807 -2.351 3.076
C -1.559 -1.483 2.016
C -0.583 -1.803 1.043
C -0.232 -0.854 -0.039
S -0.277 -1.769 -1.642
C -1.846 -1.400 -2.645
F -1.617 -1.682 -3.953
F -2.897 -2.107 -2.191
F -2.110 -0.083 -2.504
O 0.763 -1.239 -2.484
O -0.343 -3.224 -1.509
C 0.157 -2.992 1.195
C -0.090 -3.848 2.264
H -0.654 -5.306 4.371
H -1.398 -4.012 5.294
H -2.369 -4.973 4.216
H -2.557 -2.099 3.845
H -2.126 -0.552 1.916
H -1.101 -0.102 -0.248
H 0.940 -3.250 0.475
H 0.512 -4.757 2.381
C 1.601 3.602 -3.403
C 0.921 2.265 -3.730
C 0.444 2.168 -5.192
O 1.803 1.156 -3.495
C 2.151 0.869 -2.188
O 3.146 0.297 -1.898
C 1.116 1.208 -1.172
C 1.052 0.514 0.074
C 0.819 1.286 1.335
C 0.338 2.634 1.369
C -0.110 3.159 2.593
C 0.071 2.480 3.801
C 0.718 1.237 3.777
C 1.136 0.651 2.570
C -0.166 1.838 -1.602
O -1.148 1.972 -0.903
O -0.297 2.052 -2.950
H 1.932 3.596 -2.344
H 2.474 3.713 -4.081
H 0.856 4.404 -3.571
H -0.051 1.190 -5.323
H -0.289 2.966 -5.370
H 1.306 2.243 -5.876
H 1.923 -0.199 0.152
H 0.241 3.245 0.440
H -0.613 4.143 2.595
H -0.276 2.903 4.773
H 0.920 0.675 4.700
H 1.652 -0.340 2.531
*
```